1.
Density functional theory data (ωB97M-V/def2-TZVPD) for a cluster of 2 separate species, C6H12O in total at a distorted geometry.

Calculated values
LUMO energy = 1.11 eV
Energy above the lowest of the compared OMol25 structures with the same formula, charge and spin = 63.1 kcal/mol
E_HOMO = -0.3631 Ha
SMILES = CC[C@H]1CO1.C=C
Net charge = 0

Atoms and positions in Å:
1 C -2.59 -0.78 0.40
2 C -1.24 -0.61 -0.28
3 C -0.46 0.41 0.53
4 C 0.17 1.59 -0.06
5 O -1.06 1.64 0.70
6 H -3.26 -1.45 -0.14
7 H -2.48 -1.16 1.42
8 H -3.09 0.19 0.46
9 H -0.71 -1.57 -0.34
10 H -1.35 -0.26 -1.31
11 H 0.03 -0.02 1.41
12 H 1.05 2.06 0.44
13 H 0.08 1.77 -1.15
14 C 2.02 -0.75 -0.55
15 C 2.84 0.24 -0.24
16 H 1.53 -0.84 -1.54
17 H 1.76 -1.54 0.19
18 H 3.35 0.31 0.74
19 H 3.14 1.01 -0.99



2.
Density functional theory data (ωB97M-V/def2-TZVPD) for a cluster of 13 separate species, C4H34NO12S in total at a distorted geometry.

Calculated values
LUMO energy = 2.50 eV
E_HOMO = -0.1667 Ha
Net charge = -1

Atoms and positions in Å:
1 C 2.13 -1.61 -1.60
2 C 1.36 -0.99 -2.74
3 S -0.38 -1.52 -2.82
4 C 1.91 -0.98 -0.23
5 N 0.74 -1.55 0.51
6 C 1.06 -2.19 1.79
7 H 1.81 -2.65 -1.53
8 H 3.22 -1.60 -1.75
9 H 1.75 -1.30 -3.72
10 H 1.36 0.09 -2.78
11 H 2.69 -1.12 0.54
12 H 1.67 0.09 -0.25
13 H 0.08 -2.05 -0.07
14 H 0.21 -2.80 2.09
15 H 1.21 -1.45 2.58
16 H 1.99 -2.79 1.69
17 H 1.74 4.32 1.35
18 H 1.51 4.16 -0.09
19 O 2.29 4.31 0.51
20 H -1.08 1.86 1.10
21 H -0.63 0.80 2.07
22 O -0.93 1.73 2.07
23 H -3.76 1.27 3.33
24 H -2.67 2.20 2.95
25 O -3.65 2.16 2.96
26 H 0.31 3.31 2.49
27 H 1.55 3.51 3.39
28 O 0.92 3.98 2.84
29 H 1.03 3.11 -1.79
30 H -0.27 3.01 -0.98
31 O 0.37 3.66 -1.33
32 H -1.79 -4.48 -1.43
33 H -1.10 -3.09 -1.53
34 O -1.56 -3.72 -0.91
35 H -2.46 -0.39 -3.71
36 H -3.61 -1.22 -2.95
37 O -3.41 -0.43 -3.44
38 H -3.93 0.46 -0.64
39 H -3.55 0.59 -2.10
40 O -3.53 1.09 -1.26
41 H -2.54 -2.45 0.53
42 H -1.95 -1.06 0.48
43 O -2.77 -1.52 0.61
44 H 3.29 3.03 1.51
45 H 3.84 1.81 2.23
46 O 3.46 2.67 2.43
47 H -0.67 0.65 -0.57
48 H -2.03 1.38 -0.73
49 O -1.07 1.52 -0.68
50 H 1.47 -5.13 0.07
51 H 2.03 -3.86 -0.23
52 O 2.34 -4.79 -0.26



3.
Density functional theory data (ωB97M-V/def2-TZVPD) for a structure of composition C11H18N3O6PPt at a distorted geometry.

Calculated values
LUMO energy (alpha / beta) = -8.44 / -10.43 eV
Energy above the lowest of the compared OMol25 structures with the same formula, charge and spin = 45.8 kcal/mol
E_HOMO (alpha / beta) = -0.5353 / -0.5318 Ha
2S+1 = 3
Net charge = +2

Atoms and positions in Å:
1 O 2.69 -1.75 -1.92
2 C 1.87 -1.22 -1.32
3 Pt 0.42 -0.29 -0.32
4 O 1.13 2.73 -0.97
5 C 0.95 1.61 -0.79
6 C -0.40 -2.01 0.36
7 O -1.07 -2.85 0.76
8 C 1.49 -0.09 1.39
9 O 1.94 0.14 2.42
10 C -0.88 -0.28 -1.86
11 O -1.68 -0.17 -2.67
12 C -4.71 -0.71 2.10
13 N -3.80 0.06 1.26
14 C -4.29 0.29 -0.10
15 P -2.65 1.13 1.81
16 O -1.55 1.31 0.81
17 N -3.28 2.65 2.06
18 C -2.58 3.86 1.63
19 C -4.52 2.84 2.79
20 N -2.19 0.62 3.36
21 C -1.72 -0.75 3.58
22 C -1.38 1.60 4.11
23 H -5.62 -0.14 2.33
24 H -4.24 -1.02 3.03
25 H -5.00 -1.62 1.55
26 H -5.13 1.01 -0.11
27 H -3.50 0.68 -0.76
28 H -4.64 -0.66 -0.52
29 H -1.92 3.66 0.78
30 H -3.34 4.60 1.33
31 H -1.96 4.29 2.44
32 H -4.92 3.83 2.52
33 H -5.25 2.07 2.53
34 H -4.35 2.80 3.88
35 H -0.69 -0.90 3.21
36 H -1.73 -0.93 4.66
37 H -2.37 -1.49 3.09
38 H -0.43 1.83 3.61
39 H -1.94 2.54 4.25
40 H -1.17 1.16 5.09



4.
Density functional theory data (ωB97M-V/def2-TZVPD) for a structure of composition C40H37AsGeN2RuSSe4.

Calculated values
LUMO energy (alpha / beta) = 2.46 / 1.28 eV
Energy above the lowest of the compared OMol25 structures with the same formula, charge and spin = 0.0 kcal/mol
E_HOMO (alpha / beta) = -0.1343 / -0.1651 Ha
2S+1 = 6
Net charge = -1

Atoms and positions in Å:
1 Ru 1.00 0.39 -0.38
2 Se -1.09 -0.22 0.88
3 Se 0.35 0.50 2.46
4 Se 3.92 1.67 2.11
5 Se 3.45 0.86 0.06
6 C -1.98 1.66 -4.63
7 N -2.19 0.45 -3.86
8 C -1.37 -0.02 -2.86
9 S 0.23 0.72 -2.74
10 N -1.73 -0.98 -2.08
11 C -3.05 -1.53 -2.21
12 H -2.47 1.56 -5.60
13 H -0.92 1.81 -4.79
14 H -2.38 2.55 -4.12
15 H -3.15 0.16 -3.78
16 H 0.63 -1.89 -1.42
17 H -3.23 -1.98 -3.20
18 H -3.84 -0.78 -2.04
19 H -3.19 -2.31 -1.46
20 C 1.49 -1.53 -0.84
21 Ge 1.88 -2.97 0.42
22 C 3.35 -2.84 1.71
23 C 3.36 -1.90 2.74
24 C 4.38 -1.87 3.68
25 C 5.41 -2.79 3.62
26 C 5.42 -3.74 2.61
27 C 4.40 -3.76 1.67
28 C 0.24 -3.53 1.34
29 C 0.19 -3.77 2.71
30 C -1.00 -4.15 3.32
31 C -2.15 -4.31 2.55
32 C -2.11 -4.09 1.18
33 C -0.92 -3.69 0.58
34 C 2.37 -4.49 -0.75
35 C 1.80 -5.75 -0.59
36 C 2.20 -6.82 -1.38
37 C 3.17 -6.65 -2.35
38 C 3.74 -5.39 -2.53
39 C 3.34 -4.33 -1.74
40 H 2.36 -1.48 -1.51
41 H 2.57 -1.15 2.79
42 H 4.36 -1.11 4.46
43 H 6.21 -2.76 4.35
44 H 6.23 -4.46 2.54
45 H 4.43 -4.52 0.89
46 H 1.08 -3.64 3.31
47 H -1.03 -4.32 4.39
48 H -3.08 -4.61 3.03
49 H -3.00 -4.20 0.59
50 H -0.91 -3.48 -0.48
51 H 1.03 -5.90 0.16
52 H 1.74 -7.79 -1.24
53 H 3.48 -7.48 -2.97
54 H 4.50 -5.24 -3.29
55 H 3.80 -3.36 -1.89
56 C -3.66 6.95 -2.46
57 C -4.34 5.76 -2.66
58 C -3.82 4.57 -2.17
59 C -2.62 4.55 -1.46
60 C -1.94 5.75 -1.26
61 C -2.46 6.94 -1.76
62 As -2.01 2.79 -0.80
63 C -0.23 3.35 -0.26
64 C 0.86 3.58 -1.09
65 C 2.02 4.13 -0.56
66 C 2.10 4.42 0.80
67 C 1.02 4.20 1.63
68 C -0.16 3.68 1.10
69 C -1.42 3.51 1.85
70 C -1.60 3.71 3.21
71 C -2.85 3.49 3.78
72 C -3.92 3.08 3.00
73 C -3.75 2.87 1.64
74 C -2.51 3.09 1.06
75 H -4.05 7.88 -2.85
76 H -5.28 5.75 -3.21
77 H -4.35 3.64 -2.35
78 H -1.01 5.76 -0.72
79 H -1.92 7.86 -1.60
80 H 0.80 3.33 -2.14
81 H 2.88 4.30 -1.20
82 H 3.02 4.81 1.21
83 H 1.09 4.43 2.68
84 H -0.77 4.01 3.83
85 H -2.98 3.64 4.85
86 H -4.89 2.90 3.46
87 H -4.58 2.52 1.03



5.
Density functional theory data (ωB97M-V/def2-TZVPD) for a structure of composition C13H13AsBF2O6RuS at a distorted geometry.

Calculated values
LUMO energy = -4.24 eV
Energy above the lowest of the compared OMol25 structures with the same formula, charge and spin = 24.1 kcal/mol
E_HOMO = -0.4958 Ha
Net charge = +1

Atoms and positions in Å:
1 Ru -0.79 -0.39 -1.21
2 C -2.62 2.34 -1.73
3 C -2.37 0.90 -2.05
4 C -2.93 -0.12 -1.23
5 C -2.62 -1.47 -1.45
6 C -1.73 -1.85 -2.50
7 C -1.13 -0.84 -3.28
8 C -1.45 0.53 -3.05
9 H -3.62 2.60 -2.09
10 H -1.90 2.99 -2.22
11 H -2.58 2.52 -0.66
12 H -3.50 0.16 -0.35
13 H -2.95 -2.21 -0.74
14 H -1.44 -2.88 -2.62
15 H -0.36 -1.10 -3.99
16 H -0.91 1.29 -3.58
17 O 0.02 -2.10 0.08
18 As 1.73 -1.49 0.17
19 O 2.80 -2.66 -0.10
20 O 1.38 -0.39 -1.16
21 C 1.72 -0.71 1.90
22 C 2.21 -1.56 2.89
23 C 2.17 -1.14 4.22
24 C 1.66 0.10 4.55
25 C 1.19 0.96 3.56
26 C 1.22 0.54 2.24
27 S 0.71 1.66 1.00
28 O 0.46 2.93 1.56
29 O 1.92 1.65 0.08
30 O -0.45 1.07 0.29
31 H 0.02 -2.92 -0.43
32 H 2.62 -2.52 2.62
33 H 2.56 -1.80 4.99
34 H 1.65 0.41 5.58
35 H 0.82 1.94 3.80
36 F 3.31 0.90 -1.61
37 B 2.01 1.00 -1.30
38 F 1.20 1.67 -2.18



6.
Density functional theory data (ωB97M-V/def2-TZVPD) for a cluster of 9 separate species, C32H76F9N7O8PS in total at a distorted geometry.

Calculated values
LUMO energy = -9.54 eV
Energy above the lowest of the compared OMol25 structures with the same formula, charge and spin = 0.0 kcal/mol
E_HOMO = -0.6052 Ha
Net charge = +5

Atoms and positions in Å:
1 C 6.55 2.60 -2.93
2 C 5.07 2.15 -3.13
3 O 4.74 1.36 -4.02
4 N 4.04 2.82 -2.19
5 H 3.89 2.27 -1.36
6 H 4.43 3.65 -1.78
7 C 2.74 3.28 -2.86
8 H 7.06 1.90 -2.26
9 H 6.57 3.57 -2.44
10 H 7.00 2.77 -3.90
11 H 2.26 2.46 -3.38
12 H 3.07 4.03 -3.57
13 H 2.20 3.73 -2.02
14 C -7.10 -2.73 5.01
15 C -6.02 -3.23 4.00
16 O -5.83 -2.69 2.88
17 N -5.16 -4.41 4.35
18 H -5.57 -4.86 5.16
19 H -5.29 -5.19 3.72
20 C -3.61 -4.10 4.49
21 H -7.89 -3.47 4.87
22 H -7.53 -1.77 4.73
23 H -6.69 -2.72 6.03
24 H -3.17 -4.05 3.49
25 H -3.25 -4.97 5.04
26 H -3.52 -3.10 4.92
27 C -5.99 -0.28 -2.32
28 C -6.03 1.03 -3.13
29 O -6.92 1.23 -4.01
30 N -4.98 2.13 -2.76
31 H -5.34 3.06 -2.60
32 H -4.54 1.94 -1.87
33 C -3.95 2.21 -3.98
34 H -5.28 -1.00 -2.73
35 H -7.01 -0.64 -2.20
36 H -5.69 0.01 -1.31
37 H -4.39 2.63 -4.88
38 H -3.59 1.18 -4.05
39 H -3.20 2.85 -3.51
40 C -4.03 -7.69 -1.86
41 C -2.64 -8.17 -1.58
42 O -1.65 -7.72 -2.09
43 N -2.61 -9.55 -0.83
44 H -1.77 -9.60 -0.27
45 H -3.31 -9.51 -0.10
46 C -2.85 -10.67 -1.88
47 H -4.86 -7.75 -1.15
48 H -4.41 -8.04 -2.82
49 H -4.07 -6.62 -2.08
50 H -1.91 -10.82 -2.40
51 H -3.74 -10.50 -2.49
52 H -3.07 -11.60 -1.35
53 C -6.31 3.44 7.17
54 C -5.17 2.52 6.74
55 O -5.19 1.31 6.87
56 N -3.97 3.17 6.03
57 H -4.03 4.17 6.17
58 H -3.14 2.92 6.55
59 C -3.87 2.66 4.56
60 H -7.14 2.88 7.58
61 H -6.68 4.07 6.35
62 H -5.98 4.24 7.83
63 H -3.89 1.59 4.33
64 H -2.97 3.13 4.17
65 H -4.76 3.05 4.06
66 C 5.33 9.75 4.59
67 C 4.20 8.81 5.00
68 C 3.76 7.91 3.80
69 N 3.00 6.61 4.24
70 C 1.65 6.98 4.93
71 C 2.70 5.66 3.10
72 C 2.51 4.27 3.80
73 C 3.51 4.29 4.96
74 C 3.95 5.76 5.17
75 H 5.81 10.28 5.41
76 H 4.99 10.50 3.87
77 H 6.16 9.23 4.11
78 H 3.31 9.34 5.33
79 H 4.41 8.18 5.87
80 H 4.55 7.49 3.18
81 H 2.99 8.33 3.15
82 H 1.00 7.48 4.22
83 H 1.86 7.59 5.81
84 H 1.24 6.07 5.37
85 H 1.76 5.98 2.66
86 H 3.55 5.60 2.42
87 H 1.51 4.00 4.12
88 H 2.93 3.50 3.14
89 H 2.92 4.01 5.83
90 H 4.36 3.60 4.99
91 H 3.95 6.14 6.19
92 H 4.93 6.00 4.76
93 C 7.84 -5.70 -5.22
94 C 6.30 -5.79 -4.96
95 C 5.48 -5.96 -6.22
96 N 3.95 -5.84 -6.01
97 C 3.50 -7.28 -5.59
98 C 3.15 -5.60 -7.35
99 C 2.18 -4.43 -7.07
100 C 2.06 -4.30 -5.57
101 C 3.38 -4.84 -4.97
102 H 8.28 -6.70 -5.29
103 H 8.36 -5.15 -4.44
104 H 8.02 -5.18 -6.16
105 H 6.01 -4.87 -4.45
106 H 6.24 -6.68 -4.33
107 H 5.65 -6.82 -6.86
108 H 5.73 -5.12 -6.87
109 H 2.41 -7.29 -5.64
110 H 3.76 -7.66 -4.61
111 H 3.84 -7.94 -6.39
112 H 2.77 -6.57 -7.67
113 H 3.97 -5.28 -8.00
114 H 1.20 -4.73 -7.46
115 H 2.40 -3.44 -7.48
116 H 1.19 -4.83 -5.17
117 H 1.92 -3.24 -5.37
118 H 3.42 -5.29 -3.98
119 H 4.13 -4.05 -5.06
120 C -1.13 -1.89 -0.67
121 F 0.02 -2.59 -0.62
122 F -1.33 -1.50 -1.88
123 F -2.26 -2.53 -0.28
124 S -0.99 -0.35 0.38
125 O -0.93 -0.69 1.78
126 O 0.25 0.29 -0.07
127 O -2.22 0.40 -0.03
128 P -2.76 7.09 -0.22
129 F -2.12 5.65 0.15
130 F -2.92 7.37 1.41
131 F -1.34 7.89 -0.05
132 F -3.58 8.48 -0.67
133 F -2.61 6.77 -1.81
134 F -4.14 6.28 -0.31